Formula: C25H39FN2O19S
Source: the OMol25 dataset
Level of theory: ωB97M-V/def2-TZVPD

Last column: Mulliken charge in e.
CARTESIAN COORDINATES (ANGSTROEM)
N -2.915 -0.703 2.466  -0.542
C -2.430 -1.973 2.794  0.004
C -3.014 -2.662 4.161  -0.649
N -2.350 -3.936 4.594  0.242
C -1.170 -3.761 5.497  -0.865
C 0.209 -3.216 4.812  -0.081
O 1.149 -2.557 5.770  -0.369
C 2.397 -2.297 4.978  0.288
O 2.456 -1.466 3.927  -0.503
S -2.184 -5.136 3.367  1.132
O -3.317 -5.061 2.273  -0.535
O -2.384 -6.539 4.056  -0.593
F -0.703 -5.174 2.515  -0.275
H -2.458 -0.374 1.563  0.420
H -1.658 -2.443 2.049  0.303
H -2.950 -1.873 5.054  0.331
H -4.156 -2.927 3.935  0.364
H -1.467 -2.967 6.335  0.343
H -0.930 -4.784 6.044  0.304
H 0.799 -4.181 4.432  0.303
H 0.077 -2.537 3.869  0.264
H 3.411 -2.830 5.294  0.317
C -7.779 1.267 3.635  -1.401
C -6.601 0.460 4.150  0.553
C -6.392 -0.835 3.422  -0.505
O -5.816 -1.665 4.412  -0.221
C -6.275 -1.200 5.614  0.541
O -6.190 -1.814 6.667  -0.579
O -6.840 0.034 5.482  -0.340
H -8.719 0.948 4.099  0.360
H -7.646 2.323 3.896  0.345
H -7.875 1.204 2.547  0.366
H -5.690 1.068 4.141  0.240
H -5.711 -0.724 2.572  0.291
H -7.320 -1.301 3.074  0.290
C 6.604 -1.060 5.349  -1.215
C 7.187 -2.287 6.025  0.487
C 7.994 -3.156 5.107  -0.521
O 7.823 -4.447 5.662  -0.309
C 6.611 -4.432 6.294  0.619
O 6.019 -5.432 6.671  -0.554
O 6.149 -3.158 6.446  -0.308
H 5.651 -1.287 4.856  0.257
H 6.391 -0.290 6.099  0.337
H 7.293 -0.629 4.617  0.348
H 7.770 -1.995 6.906  0.231
H 9.054 -2.879 5.104  0.324
H 7.628 -3.170 4.076  0.318
C -3.111 0.791 -3.653  -1.343
C -2.333 1.041 -2.374  0.804
C -2.116 -0.192 -1.548  -0.604
O -2.058 0.317 -0.229  -0.386
C -2.808 1.461 -0.228  0.587
O -3.189 2.034 0.781  -0.580
O -3.075 1.876 -1.500  -0.344
H -4.192 0.816 -3.477  0.398
H -2.895 1.583 -4.378  0.188
H -2.844 -0.165 -4.115  0.348
H -1.381 1.536 -2.598  0.121
H -1.180 -0.700 -1.803  0.344
H -2.938 -0.913 -1.606  0.331
C -1.529 5.199 -7.072  -1.466
C -0.352 4.392 -6.557  0.790
C -0.143 3.097 -7.285  -0.452
O 0.433 2.267 -6.294  -0.305
C -0.025 2.732 -5.093  0.577
O 0.059 2.118 -4.040  -0.621
O -0.591 3.966 -5.225  -0.337
H -2.469 4.880 -6.608  0.349
H -1.397 6.255 -6.810  0.359
H -1.626 5.136 -8.160  0.367
H 0.560 5.000 -6.566  0.145
H 0.538 3.208 -8.135  0.246
H -1.071 2.631 -7.632  0.365
C 6.410 3.318 -8.349  -1.385
C 5.060 3.703 -7.773  0.530
C 4.190 2.529 -7.434  -0.634
O 2.883 3.041 -7.613  -0.200
C 2.987 4.033 -8.549  0.594
O 2.037 4.529 -9.135  -0.564
O 4.288 4.393 -8.744  -0.356
H 6.353 3.150 -9.430  0.353
H 7.124 4.135 -8.198  0.349
H 6.821 2.425 -7.868  0.351
H 5.189 4.361 -6.906  0.254
H 4.332 2.197 -6.400  0.358
H 4.323 1.673 -8.103  0.313

* SMILES string: [H]/N=C/CN(CCOC=O)S(=O)(=O)F.C[C@@H]1COC(=O)O1.C[C@@H]1COC(=O)O1.C[C@@H]1COC(=O)O1.C[C@@H]1COC(=O)O1.C[C@@H]1COC(=O)O1

---

Formula: C39H42Cl6O30
Source: the OMol25 dataset
Level of theory: ωB97M-V/def2-TZVPD

Last column: Mulliken charge in e.
CARTESIAN COORDINATES (ANGSTROEM)
C -3.348 9.766 -4.142  -0.855
C -2.618 9.371 -3.104  0.523
C -1.718 8.198 -3.023  0.777
O -0.967 7.983 -2.036  -0.654
C -1.654 7.524 -4.359  -1.061
C -2.403 7.887 -5.465  0.486
C -3.294 9.085 -5.520  0.929
O -3.916 9.398 -6.497  -0.574
O -2.361 7.255 -6.648  -0.524
O -2.775 9.988 -1.878  -0.535
H -4.036 10.578 -3.963  0.389
H -0.903 6.748 -4.374  0.398
H -2.920 7.731 -7.266  0.361
H -2.144 9.544 -1.307  0.343
C 0.343 1.317 -8.797  -0.702
C -0.173 0.672 -9.887  0.511
C -0.189 1.225 -11.268  0.480
O -0.730 0.629 -12.211  -0.608
C 0.473 2.546 -11.285  -0.721
C 1.011 3.157 -10.227  0.527
C 0.944 2.612 -8.849  0.639
O 1.488 3.140 -7.902  -0.596
O 1.612 4.303 -10.474  -0.510
O -0.439 -0.708 -9.831  -0.514
H 0.566 0.718 -7.926  0.428
H 0.507 2.962 -12.281  0.398
H 1.564 4.767 -9.636  0.321
H -0.698 -1.051 -10.689  0.347
C -7.286 -3.264 4.904  -0.740
C -6.229 -3.642 4.140  0.359
C -6.036 -5.073 3.619  0.745
O -4.960 -5.483 3.107  -0.633
C -7.271 -5.936 3.813  -0.833
C -8.365 -5.488 4.512  0.670
C -8.487 -4.091 5.101  0.458
O -9.553 -3.651 5.459  -0.547
O -9.288 -6.404 4.888  -0.488
O -5.173 -2.876 4.168  -0.482
H -7.301 -2.286 5.360  0.409
H -7.291 -6.943 3.424  0.407
H -9.970 -6.008 5.436  0.330
H -4.462 -3.330 3.710  0.345
C 2.198 3.513 10.007  -0.557
C 2.770 2.289 9.638  0.520
C 2.581 1.000 10.315  0.133
O 3.212 -0.020 10.137  -0.580
C 1.554 1.095 11.291  -0.625
C 0.973 2.280 11.669  0.827
C 1.303 3.570 11.111  0.425
O 0.927 4.645 11.609  -0.555
O -0.026 2.331 12.566  -0.444
O 3.512 2.262 8.513  -0.487
H 2.306 4.361 9.347  0.422
H 1.314 0.191 11.831  0.286
H -0.064 1.477 13.004  0.307
H 3.398 1.423 8.061  0.325
C 5.361 -9.491 -2.018  -0.809
C 6.348 -9.264 -2.941  0.481
C 6.905 -7.869 -3.146  0.871
O 7.828 -7.597 -3.961  -0.623
C 6.251 -6.890 -2.308  -0.858
C 5.171 -7.140 -1.500  0.550
C 4.644 -8.505 -1.161  0.545
O 3.721 -8.756 -0.358  -0.614
O 4.478 -6.149 -0.875  -0.509
O 6.888 -10.184 -3.721  -0.515
H 5.151 -10.550 -1.974  0.385
H 6.543 -5.870 -2.513  0.401
H 3.995 -6.428 -0.094  0.348
H 7.368 -9.768 -4.441  0.345
C 0.109 -0.111 -0.100  -0.758
C 0.912 -0.475 0.944  0.489
C 2.229 0.121 1.290  0.562
O 2.833 -0.199 2.292  -0.609
C 2.705 1.039 0.263  -0.562
C 2.013 1.295 -0.917  0.220
C 0.583 0.884 -1.100  0.742
O -0.232 1.412 -1.864  -0.617
O 2.516 2.293 -1.710  -0.465
O 0.534 -1.582 1.734  -0.518
H -0.825 -0.588 -0.357  0.444
H 3.558 1.669 0.469  0.414
H 2.049 2.295 -2.549  0.329
H 1.243 -1.900 2.298  0.328
O -0.834 3.137 3.721  -0.634
H -0.889 2.187 3.831  0.313
H -1.506 3.486 4.307  0.321
O -1.200 -7.346 5.338  -0.639
H -0.900 -6.486 5.633  0.318
H -1.770 -7.158 4.592  0.314
O 6.284 4.817 3.383  -0.635
H 7.011 4.256 3.115  0.320
H 5.602 4.207 3.667  0.315
O -4.236 3.579 0.227  -0.630
H -3.850 3.344 -0.617  0.314
H -3.501 3.906 0.745  0.317
O 3.464 -5.582 4.439  -0.638
H 3.357 -6.291 5.073  0.319
H 4.291 -5.165 4.682  0.319
O -0.507 -3.419 7.090  -0.608
H 0.179 -3.408 7.758  0.311
H -0.721 -2.497 6.950  0.304
C -4.783 0.915 -6.358  -0.189
Cl -6.101 0.125 -5.468  -0.156
Cl -5.386 1.576 -7.912  -0.148
H -4.468 1.687 -5.655  0.243
H -3.999 0.175 -6.522  0.249
C 5.315 7.940 -2.063  -0.193
Cl 5.263 8.187 -3.863  -0.155
Cl 6.449 9.194 -1.390  -0.148
H 4.302 8.213 -1.766  0.223
H 5.697 6.953 -1.804  0.273
C -1.597 -7.083 -2.108  -0.251
Cl -2.835 -8.314 -2.137  -0.143
Cl -2.467 -5.445 -2.415  -0.154
H -1.131 -7.290 -1.144  0.274
H -0.924 -7.381 -2.911  0.276

* energy relative to the best compared isomer or geometry (same formula, charge and spin): 625.7 kJ/mol

---

Formula: C23H32N4O9SSr
Source: the OMol25 dataset
Level of theory: ωB97M-V/def2-TZVPD

Last column: Mulliken charge in e.
CARTESIAN COORDINATES (ANGSTROEM)
Sr 8.351 8.875 9.976  1.092
O 10.584 10.835 13.620  -0.866
C 9.852 10.361 12.712  -0.060
O 10.150 9.612 11.707  -0.240
C 8.382 10.734 12.890  -0.483
N 7.343 9.683 12.678  1.438
C 7.489 8.619 13.702  -1.264
C 8.722 7.761 13.376  -1.730
N 8.723 7.092 12.090  1.458
C 7.775 5.963 11.994  -1.360
C 6.293 6.323 11.733  -1.555
N 6.109 7.183 10.632  2.143
C 4.826 7.954 10.918  -0.989
C 4.763 9.072 9.903  -1.432
N 5.818 10.098 10.100  1.166
C 5.628 10.955 11.266  -1.309
C 6.018 10.317 12.685  -1.747
C 5.893 10.955 8.874  -0.501
C 7.154 11.858 8.945  0.235
O 6.993 13.092 8.835  -0.836
O 8.289 11.258 8.921  -0.603
C 5.940 6.397 9.434  -0.789
C 6.186 7.031 8.063  -0.157
O 5.817 6.324 7.108  -0.902
O 6.952 8.005 8.030  -0.411
C 10.089 6.633 11.706  -0.737
C 10.076 6.039 10.309  0.463
O 10.761 4.978 10.172  -0.874
O 9.290 6.666 9.451  -0.279
H 8.088 11.596 12.222  0.344
H 8.349 11.070 13.902  0.316
H 6.609 7.961 13.800  0.387
H 7.691 9.037 14.740  0.542
H 8.840 7.047 14.196  0.192
H 9.610 8.316 13.349  0.876
H 7.772 5.328 12.888  0.150
H 8.027 5.340 11.128  0.537
H 5.894 6.772 12.678  0.544
H 5.679 5.426 11.763  0.387
H 4.952 8.410 11.878  0.154
H 3.963 7.216 10.937  0.427
H 3.834 9.559 10.094  0.480
H 4.773 8.799 8.779  0.496
H 4.558 11.165 11.394  0.124
H 6.207 11.895 11.181  0.553
H 5.364 9.623 13.169  0.775
H 6.031 11.134 13.415  0.424
H 4.961 11.608 8.756  0.147
H 6.023 10.344 7.998  0.455
H 4.986 5.796 9.495  0.207
H 6.583 5.556 9.466  0.381
H 10.451 5.894 12.405  0.118
H 10.726 7.486 11.722  0.233
C 9.369 6.426 6.103  -0.580
S 10.835 7.426 5.547  0.342
O 11.629 6.434 4.754  -0.694
C 11.566 7.751 7.148  0.509
C 12.261 6.725 7.785  -0.426
C 12.641 6.921 9.118  -0.508
C 12.379 8.178 9.748  -0.318
C 11.660 9.208 9.116  -0.916
C 11.274 8.981 7.782  -0.338
H 9.843 5.636 6.677  0.262
H 9.027 5.982 5.171  0.491
H 8.641 7.036 6.660  -0.052
H 12.659 5.864 7.303  0.431
H 13.187 6.137 9.717  0.242
H 12.799 8.414 10.763  0.218
H 11.472 10.116 9.639  0.649
H 10.693 9.647 7.180  0.567

* net charge: -2

---

Formula: C4H25NO8
Source: the OMol25 dataset
Level of theory: ωB97M-V/def2-TZVPD

Last column: Mulliken charge in e.
CARTESIAN COORDINATES (ANGSTROEM)
C 1.291 0.902 2.371  -1.273
C 1.800 0.044 1.190  0.123
C 1.958 0.885 -0.097  -0.537
O 0.681 1.241 -0.711  -0.196
C 0.671 1.680 -2.032  -1.176
N 3.035 -0.542 1.761  -0.756
H 1.267 0.475 3.373  0.378
H 0.250 1.028 2.074  0.283
H 1.687 1.910 2.495  0.276
H 1.238 -0.811 0.814  0.344
H 2.546 0.258 -0.767  0.481
H 2.596 1.764 -0.004  0.480
H -0.331 1.493 -2.418  0.363
H 1.324 1.099 -2.683  0.424
H 0.996 2.721 -2.052  0.257
H 3.491 -1.154 1.099  0.322
H 2.712 -1.249 2.405  0.293
O -0.838 -0.738 -0.252  -0.637
H -1.329 -0.657 0.567  0.432
H -0.593 0.160 -0.474  0.023
O 0.291 -1.066 -2.725  -0.614
H 0.650 -0.439 -3.353  0.230
H 0.504 -0.695 -1.868  0.382
O -1.954 2.233 -0.226  -0.640
H -1.595 1.661 0.452  0.323
H -1.524 3.076 -0.081  0.299
O -2.752 -1.701 1.273  -0.708
H -2.319 -2.433 0.834  0.325
H -3.671 -1.775 1.013  0.329
O -2.968 0.629 1.567  -0.694
H -3.610 1.177 1.116  0.310
H -3.146 -0.257 1.254  0.355
O 1.491 -2.003 -0.963  -0.725
H 0.590 -1.943 -0.643  0.399
H 2.013 -1.567 -0.290  0.341
O -2.324 -2.079 -1.125  -0.785
H -2.337 -1.981 -2.077  0.248
H -1.791 -1.346 -0.816  0.721

* energy relative to the best compared isomer or geometry (same formula, charge and spin): 476.9 kJ/mol

---

no.,highest occupied orbital energy (eV)
1,-10.14
2,-9.57
3,-3.61
4,-10.06